[1]
The following is a quantum chemistry calculation of a 3-piece molecular cluster, C23H50BrN4O11P2 overall, from the Open Molecules 2025 dataset.

```
91
Properties=species:S:1:pos:R:3
C 2.56 0.89 2.49
C 1.72 0.08 1.87
C 1.67 -0.07 0.37
N 0.48 -0.77 -0.10
C -0.74 -0.20 -0.28
N -1.76 -0.89 -0.79
C -2.77 -0.05 -0.85
C -4.10 -0.51 -1.38
O -5.18 -0.25 -0.53
C -5.07 -0.92 0.72
N -2.45 1.16 -0.39
P -3.79 2.47 -0.42
C -3.83 2.74 -2.25
O -3.17 3.88 0.06
N -1.13 1.06 0.01
C -0.46 2.17 0.64
Br -1.39 2.59 2.32
C -0.28 3.40 -0.26
C 1.16 3.51 -0.75
P 0.66 -2.44 -0.45
O 2.02 -2.83 -0.11
O 0.31 -2.65 -1.99
O -0.45 -3.20 0.36
H 2.38 1.15 3.52
H 3.43 1.30 1.99
H 1.03 -0.52 2.45
H 2.56 -0.61 0.03
H 1.73 0.89 -0.13
H -4.00 -1.58 -1.57
H -4.31 -0.04 -2.34
H -5.98 -0.71 1.28
H -4.23 -0.55 1.31
H -4.99 -2.00 0.58
H -3.30 1.96 -2.80
H -4.89 2.69 -2.52
H -3.44 3.71 -2.52
H -2.87 4.45 -0.67
H 0.51 1.90 1.02
H -0.55 4.30 0.29
H -0.94 3.33 -1.13
H 1.30 4.43 -1.31
H 1.86 3.53 0.09
H 1.42 2.67 -1.40
H 0.97 -2.16 -2.50
H -0.90 -3.89 -0.16
C 4.34 4.50 8.19
O 3.23 5.23 7.72
C 3.54 6.16 6.70
C 2.50 6.14 5.60
O 2.50 4.98 4.78
C 2.04 3.76 5.34
C 0.56 3.69 5.61
O 0.18 4.48 6.72
C -1.03 5.18 6.56
H 4.95 5.09 8.88
H 3.96 3.63 8.73
H 4.97 4.15 7.37
H 4.52 5.96 6.27
H 3.55 7.17 7.13
H 2.75 6.96 4.91
H 1.51 6.35 5.99
H 2.61 3.48 6.22
H 2.26 3.01 4.56
H 0.29 2.65 5.82
H 0.02 4.01 4.71
H -1.08 5.67 5.58
H -1.07 5.94 7.33
H -1.89 4.51 6.67
C -0.59 -8.36 -8.15
O -0.60 -7.85 -6.83
C 0.41 -8.37 -5.99
C 1.05 -7.30 -5.14
O 1.87 -6.38 -5.85
C 1.27 -5.44 -6.71
C 0.47 -4.35 -6.02
O -0.75 -4.84 -5.49
C -1.08 -4.31 -4.24
H -1.03 -9.36 -8.19
H -1.18 -7.69 -8.76
H 0.43 -8.40 -8.55
H 1.18 -8.88 -6.58
H -0.04 -9.11 -5.31
H 1.73 -7.80 -4.45
H 0.31 -6.78 -4.54
H 0.67 -5.92 -7.49
H 2.11 -4.95 -7.21
H 0.24 -3.58 -6.77
H 1.09 -3.91 -5.24
H -0.23 -4.31 -3.56
H -1.87 -4.94 -3.81
H -1.47 -3.28 -4.33
```

Properties
Kohn-Sham gap in eV: 7.5
Total energy in eV: -141756.739
Charge: +1

---

[2]
The following is a quantum chemistry calculation of a 3-piece molecular cluster, C23H50N4O5 overall, from the Open Molecules 2025 dataset.

```
82
Properties=species:S:1:pos:R:3
C 6.20 -1.66 3.02
C 5.12 -0.72 2.23
C 4.96 0.68 3.02
C 3.57 1.42 2.57
O 3.28 0.95 1.23
C 1.86 0.80 1.07
O 1.59 1.36 -0.27
C 0.21 0.99 -0.53
O -0.68 1.67 -1.09
O 0.15 -0.35 -0.04
C 1.22 -0.67 0.94
C 2.18 -1.64 0.06
N 1.76 -1.68 -1.40
N 0.42 -1.24 2.05
C 1.20 -2.18 2.92
C -0.34 -0.23 2.82
C -1.93 -0.15 2.51
O 0.12 0.54 3.70
H 7.20 -1.10 2.97
H 5.86 -1.86 4.10
H 6.21 -2.66 2.47
H 5.44 -0.59 1.13
H 4.14 -1.30 2.21
H 4.82 0.41 4.13
H 5.83 1.40 2.85
H 2.76 1.13 3.34
H 3.76 2.55 2.64
H 1.39 1.58 1.75
H 2.16 -2.73 0.42
H 3.28 -1.32 0.06
H 2.61 -1.62 -1.99
H 1.37 -2.62 -1.55
H 0.70 -2.21 3.96
H 2.29 -1.88 3.11
H 1.09 -3.23 2.48
H -2.28 0.90 2.23
H -2.19 -0.92 1.69
H -2.43 -0.54 3.47
C 2.73 -1.87 -6.89
C 2.20 -0.62 -6.20
N 3.22 0.15 -5.50
C 2.66 1.19 -4.64
C 1.90 2.34 -5.31
C 4.38 0.56 -6.29
C 4.12 1.41 -7.53
H 3.24 -2.53 -6.18
H 1.90 -2.43 -7.33
H 3.42 -1.63 -7.70
H 1.45 -0.95 -5.48
H 1.66 -0.01 -6.94
H 3.46 1.61 -4.02
H 1.99 0.71 -3.92
H 2.58 3.05 -5.78
H 1.33 2.89 -4.55
H 1.18 1.98 -6.05
H 4.91 -0.35 -6.60
H 5.09 1.07 -5.64
H 3.27 1.06 -8.12
H 5.00 1.38 -8.18
H 3.96 2.46 -7.27
C -5.71 0.67 0.97
C -6.90 0.19 1.80
N -6.53 -0.41 3.07
C -7.64 -1.09 3.73
C -8.82 -0.23 4.20
C -5.68 0.40 3.95
C -6.22 1.76 4.38
H -5.01 -0.15 0.78
H -6.06 1.04 0.00
H -5.17 1.48 1.45
H -7.43 -0.55 1.20
H -7.59 1.03 1.93
H -7.26 -1.66 4.59
H -8.03 -1.85 3.04
H -8.57 0.32 5.11
H -9.67 -0.88 4.44
H -9.15 0.47 3.43
H -4.72 0.55 3.45
H -5.43 -0.19 4.84
H -6.68 2.31 3.57
H -5.39 2.37 4.76
H -6.94 1.67 5.20
```

Properties
Kohn-Sham gap in eV: 8.5
Total energy in eV: -40855.162
SMILES: CCCCO[C@H]1OC(=O)O[C@]1(CN)N(C)C(C)=O.CCN(CC)CC.CCN(CC)CC
Charge: 0

---

[3]
The following is a quantum chemistry calculation of C23H51BCoF4N5O11 as an isolated structure, from the Open Molecules 2025 dataset.

```
96
Properties=species:S:1:pos:R:3
Co -31.14 -2.45 21.30
B -29.68 -4.88 22.84
F -30.19 -4.00 21.99
F -28.30 -4.68 22.99
F -30.24 -4.77 24.07
F -29.73 -6.18 22.37
C -30.04 -11.17 29.77
C -30.72 -10.51 28.60
O -29.79 -9.88 27.65
C -30.20 -9.02 26.66
O -31.35 -8.55 26.53
O -29.21 -8.94 25.80
C -29.24 -8.00 24.72
H -30.82 -11.19 30.52
H -29.15 -10.68 30.16
H -29.78 -12.17 29.41
H -31.43 -9.83 29.07
H -31.31 -11.25 28.06
H -28.17 -7.78 24.66
H -29.89 -7.13 24.80
H -29.49 -8.48 23.78
C -30.79 -6.43 29.47
C -30.51 -5.73 28.09
O -31.49 -5.80 27.11
C -32.69 -5.09 27.11
O -33.09 -4.39 28.04
O -33.47 -5.29 25.97
C -33.03 -6.22 24.95
H -31.85 -6.58 29.67
H -30.32 -5.89 30.29
H -30.30 -7.41 29.53
H -29.58 -6.07 27.62
H -30.47 -4.69 28.44
H -32.42 -6.98 25.43
H -32.49 -5.70 24.16
H -33.91 -6.69 24.51
C -33.43 -4.14 19.57
O -32.53 -3.71 20.27
N -34.60 -4.65 20.08
C -35.81 -4.88 19.25
C -34.66 -5.09 21.53
H -33.46 -4.07 18.47
H -35.95 -5.92 18.94
H -35.81 -4.33 18.31
H -36.73 -4.60 19.75
H -34.69 -6.18 21.51
H -33.83 -4.74 22.15
H -35.59 -4.66 21.90
C -25.62 -5.28 20.91
O -25.41 -4.97 19.72
N -25.05 -6.39 21.52
C -25.54 -6.87 22.76
C -24.07 -7.21 20.84
H -26.33 -4.81 21.61
H -24.81 -6.87 23.57
H -25.86 -7.90 22.62
H -26.42 -6.28 23.02
H -23.64 -7.81 21.65
H -24.63 -7.93 20.23
H -23.32 -6.80 20.18
C -32.23 -2.63 24.17
O -32.40 -2.62 22.92
N -32.86 -1.70 25.03
C -33.99 -0.93 24.68
C -32.56 -1.59 26.46
H -31.55 -3.19 24.82
H -33.72 -0.41 23.76
H -34.46 -0.40 25.51
H -34.70 -1.75 24.52
H -33.39 -1.92 27.09
H -31.66 -2.17 26.70
H -32.24 -0.55 26.57
C -29.32 -2.81 18.59
O -30.10 -2.71 19.50
N -28.72 -3.96 18.26
C -27.55 -3.92 17.33
C -29.02 -5.24 18.89
H -28.94 -1.99 17.96
H -27.91 -4.48 16.47
H -26.63 -4.37 17.70
H -27.44 -2.97 16.80
H -29.93 -5.27 19.49
H -29.03 -5.98 18.09
H -28.27 -5.61 19.59
C -28.11 -1.79 22.26
O -29.33 -1.71 22.11
N -27.18 -1.06 21.69
C -25.84 -1.37 22.00
C -27.41 0.18 21.03
H -27.65 -2.62 22.81
H -25.69 -2.42 22.26
H -25.32 -0.64 22.62
H -25.30 -1.24 21.06
H -28.36 0.19 20.49
H -27.36 0.95 21.80
H -26.70 0.39 20.24
```

Properties
Kohn-Sham gap (alpha / beta) in eV: 8.6 / 8.0
Total energy in eV: -103824.054
⟨S²⟩: 3.7544
Charge: +1
Multiplicity: 4

---

[4]
The following is a quantum chemistry calculation of a 6-piece molecular cluster, C23H51ClF2NO8P overall, from the Open Molecules 2025 dataset.

```
87
Properties=species:S:1:pos:R:3
C 3.11 -2.33 1.32
C 1.80 -2.50 0.57
F 0.81 -1.75 1.25
C 1.75 -2.02 -0.89
P 1.88 -0.13 -0.80
O 2.50 0.03 -2.32
Cl -0.07 0.39 -1.16
N 0.40 -2.47 -1.38
C 0.61 -3.80 -1.90
O -0.30 -4.54 -2.19
C 2.09 -4.08 -2.04
C 2.70 -2.69 -1.92
C 4.25 -2.60 -1.73
C 4.88 -3.96 -1.66
O 5.33 -4.58 -2.56
F 4.88 -4.48 -0.41
H 3.58 -1.38 1.06
H 3.80 -3.13 1.06
H 2.92 -2.35 2.39
H 1.45 -3.54 0.62
H 2.85 0.94 -2.36
H 0.16 -1.93 -2.21
H 2.29 -4.56 -2.99
H 2.38 -4.74 -1.21
H 2.51 -2.13 -2.84
H 4.68 -2.15 -2.62
H 4.53 -1.99 -0.88
C -0.66 4.14 -2.93
C 0.02 4.55 -1.63
C 0.07 6.06 -1.45
O 1.35 4.01 -1.58
H -0.12 4.53 -3.79
H -0.68 3.05 -3.01
H -1.68 4.51 -2.97
H -0.51 4.10 -0.79
H 0.64 6.52 -2.26
H 0.56 6.31 -0.51
H -0.93 6.49 -1.45
H 1.84 4.39 -2.31
C 2.68 7.43 2.72
C 3.03 7.59 1.25
C 4.22 8.51 1.04
O 1.89 8.05 0.51
H 2.41 8.40 3.15
H 1.83 6.75 2.85
H 3.52 7.03 3.29
H 3.25 6.61 0.83
H 3.99 9.51 1.42
H 4.45 8.60 -0.02
H 5.10 8.14 1.56
H 1.65 8.92 0.85
C -3.87 -6.50 -1.47
C -2.87 -7.63 -1.25
C -2.59 -7.84 0.23
O -1.67 -7.36 -1.97
H -3.45 -5.57 -1.08
H -4.07 -6.36 -2.53
H -4.81 -6.69 -0.95
H -3.26 -8.55 -1.68
H -2.16 -6.93 0.66
H -1.87 -8.65 0.37
H -3.50 -8.08 0.78
H -1.32 -6.53 -1.62
C -6.10 -3.53 0.19
C -5.11 -3.40 1.34
C -4.99 -1.96 1.82
O -3.83 -3.91 0.96
H -5.76 -2.94 -0.67
H -6.17 -4.57 -0.14
H -7.09 -3.18 0.48
H -5.43 -4.03 2.17
H -4.62 -1.32 1.01
H -4.28 -1.89 2.64
H -5.95 -1.57 2.15
H -3.50 -3.38 0.23
C -0.47 1.76 2.44
C -0.36 3.13 3.09
C -1.46 4.07 2.62
O 0.92 3.70 2.85
H -0.36 1.85 1.36
H 0.32 1.10 2.80
H -1.43 1.29 2.65
H -0.42 3.03 4.18
H -1.38 4.21 1.54
H -1.37 5.04 3.09
H -2.45 3.66 2.84
H 1.02 3.79 1.89
```

Properties
Kohn-Sham gap in eV: 9.7
Total energy in eV: -69796.020
SMILES: C[C@@H](F)[C@]1(P(O)Cl)NC(=O)C[C@@H]1CC(=O)F.CC(C)O.CC(C)O.CC(C)O.CC(C)O.CC(C)O
Charge: 0

---

[5]
The following is a quantum chemistry calculation of a 4-piece molecular cluster, C23H51ClIO3P overall, from the Open Molecules 2025 dataset.

```
80
Properties=species:S:1:pos:R:3
O 1.78 -2.98 -2.56
C 1.27 -2.56 -1.56
O 1.80 -2.78 -0.33
C 2.09 -1.59 0.43
C 2.27 -1.99 1.88
C 1.06 -2.74 2.44
C 1.11 -2.86 3.96
I 0.01 -1.31 4.93
P -0.47 -1.86 -1.78
O -0.91 -1.21 -0.34
Cl 0.03 -0.15 -2.76
H 3.00 -1.14 0.05
H 1.29 -0.86 0.34
H 2.44 -1.08 2.47
H 3.14 -2.64 1.95
H 1.01 -3.74 2.01
H 0.15 -2.20 2.15
H 0.70 -3.81 4.30
H 2.13 -2.78 4.32
H -1.14 -1.90 0.30
C 5.13 4.81 -1.78
C 5.32 3.80 -2.91
C 4.02 3.43 -3.62
C 2.96 2.77 -2.74
C 3.41 1.50 -2.03
C 3.80 0.38 -3.00
H 4.47 4.42 -0.99
H 6.08 5.06 -1.32
H 4.68 5.73 -2.16
H 5.79 2.90 -2.51
H 6.01 4.21 -3.64
H 4.25 2.77 -4.46
H 3.59 4.34 -4.06
H 2.08 2.54 -3.35
H 2.61 3.49 -1.98
H 2.60 1.15 -1.40
H 4.25 1.71 -1.37
H 2.96 0.12 -3.65
H 4.09 -0.53 -2.45
H 4.65 0.66 -3.63
C -3.94 2.58 10.19
C -3.56 3.41 8.96
C -3.91 2.73 7.64
C -3.22 1.39 7.39
C -1.69 1.45 7.43
C -1.09 2.35 6.36
H -3.42 1.63 10.21
H -3.70 3.12 11.11
H -5.01 2.38 10.20
H -2.49 3.63 8.99
H -4.07 4.37 9.00
H -3.69 3.42 6.82
H -5.00 2.57 7.60
H -3.53 1.01 6.42
H -3.56 0.66 8.13
H -1.31 0.43 7.29
H -1.35 1.77 8.41
H -1.39 2.02 5.36
H 0.00 2.33 6.40
H -1.40 3.38 6.47
C -4.24 -3.56 -7.98
C -3.76 -3.80 -6.55
C -3.29 -2.54 -5.83
C -2.10 -1.84 -6.48
C -0.85 -2.71 -6.63
C -0.30 -3.21 -5.30
H -3.44 -3.16 -8.60
H -4.59 -4.48 -8.44
H -5.06 -2.84 -7.99
H -2.96 -4.55 -6.55
H -4.58 -4.24 -5.97
H -3.05 -2.79 -4.79
H -4.12 -1.83 -5.78
H -1.84 -0.97 -5.87
H -2.38 -1.46 -7.46
H -0.08 -2.13 -7.14
H -1.06 -3.57 -7.28
H -0.05 -2.37 -4.65
H 0.61 -3.80 -5.44
H -1.02 -3.84 -4.77
```

Properties
Kohn-Sham gap in eV: 9.5
Total energy in eV: -60734.115
SMILES: O=C(OCCCCI)P(O)Cl.CCCCCC.CCCCCC.CCCCCC
Charge: 0